1.
A cluster of 2 separate species, C27H22N4O2 in total in a non-equilibrium geometry, computed with the ωB97M-V functional and the def2-TZVPD basis.

Computed properties:
maximum force	5.28	eV/A
orbital gap	3.42	eV
charge	0

Structure (XYZ):
```
55
Properties=species:S:1:pos:R:3:forces:R:3
C 0.74155 0.90826 2.66649 0.193 2.714 -1.714
C 0.62244 -0.25141 3.30354 -0.595 -4.592 2.544
N 0.48409 -1.27940 3.87806 0.320 1.591 -1.166
C -0.21280 1.94309 2.75986 0.610 -0.827 0.016
C -0.03476 3.14586 2.05176 -0.365 0.285 -0.075
C -0.95974 4.14982 2.13909 0.110 0.403 -0.349
C -2.09213 4.00101 2.92647 -0.396 0.588 -0.028
N -3.06141 5.08180 3.00981 -0.340 0.201 0.090
O -4.05054 4.93716 3.74065 0.869 0.054 -0.625
O -2.86608 6.10653 2.34262 -0.101 -0.799 0.461
C -2.28744 2.82161 3.62999 -0.338 -0.224 0.287
C -1.37034 1.80817 3.55294 -0.404 0.274 0.078
H 1.60262 1.05294 2.03578 0.273 0.112 -0.067
H 0.84169 3.27125 1.44000 0.256 0.060 -0.127
H -0.82857 5.07003 1.59514 0.044 0.173 -0.051
H -3.17888 2.72031 4.22807 -0.067 -0.025 0.104
H -1.52983 0.89519 4.10253 -0.008 -0.142 0.089
C -3.57123 2.06866 -2.08247 0.086 0.186 0.128
N -2.49164 1.13801 -1.76111 1.216 0.458 0.200
C -1.19246 1.49492 -1.50802 -1.301 -0.724 -0.367
C -0.41971 0.35019 -1.29053 0.986 -0.250 0.270
C 0.98465 0.33345 -1.11131 -0.812 -0.866 0.387
C 1.76942 -0.79132 -0.72517 -0.395 0.520 -0.193
C 1.42271 -1.82032 0.15733 1.032 -0.642 -0.612
N 2.40257 -2.77994 0.15174 -0.656 0.794 0.025
C 2.35696 -4.03304 0.90266 -0.119 0.146 0.217
C 3.42749 -2.38605 -0.72476 -0.129 0.558 -0.400
C 3.06788 -1.13730 -1.26054 0.246 0.103 -0.015
C 3.87198 -0.52419 -2.22730 -0.283 -0.230 0.334
C 5.01699 -1.16139 -2.63674 0.082 -0.020 -0.064
C 5.37823 -2.40093 -2.10176 -0.083 0.104 -0.030
C 4.59962 -3.01924 -1.15199 -0.562 -0.237 0.510
C -1.31834 -0.77577 -1.45078 -0.298 -0.383 0.152
C -2.59800 -0.26021 -1.73228 0.699 -0.544 0.089
C -3.67637 -1.12184 -1.96378 0.059 0.874 0.012
C -3.45975 -2.47769 -1.92757 0.118 -0.055 0.071
C -2.18419 -2.99440 -1.68522 -0.149 -0.037 -0.076
C -1.11854 -2.16181 -1.45124 -0.136 0.386 -0.076
H -4.49326 1.53276 -2.29807 0.179 -0.102 0.063
H -3.74638 2.74077 -1.24448 -0.015 -0.042 0.056
H -3.30601 2.66442 -2.95436 0.031 -0.062 -0.030
H -0.83678 2.50845 -1.49618 -0.275 0.291 0.018
H 1.50994 1.23210 -1.38622 0.233 0.275 -0.090
H 0.52739 -1.86223 0.75336 0.096 -0.258 0.374
H 3.23822 -4.63777 0.69967 -0.004 0.196 -0.092
H 2.31010 -3.82477 1.96985 0.013 0.051 0.031
H 1.47405 -4.60508 0.62391 -0.010 0.014 -0.060
H 3.57699 0.41806 -2.65316 -0.020 0.237 -0.143
H 5.63210 -0.71474 -3.40006 0.135 0.087 -0.071
H 6.26996 -2.88889 -2.45776 0.141 -0.086 0.003
H 4.86834 -3.98232 -0.75761 0.156 -0.243 0.058
H -4.65290 -0.71979 -2.16524 -0.277 -0.003 -0.060
H -4.28421 -3.15267 -2.08968 -0.116 -0.050 -0.036
H -2.03645 -4.06183 -1.68265 0.010 -0.151 -0.008
H -0.13921 -2.56847 -1.28327 0.060 -0.140 -0.041
```
Positions in Å, forces in eV/Å.

---

2.
A cluster of 5 separate species, C27H22O17 in total in a non-equilibrium geometry, computed with the ωB97M-V functional and the def2-TZVPD basis.

Computed properties:
maximum force	11.66	eV/A
orbital gap	5.99	eV
relative energy (zero: lowest compared OMol25 entry of this formula, charge and spin)	0.0	kJ/mol
charge	0
SMILES	O=C1C=C(O)C(=O)C=C1O.O=C1C=C(O)C(=O)C=C1O.O=C1C=C(O)C(=O)C=C1O.O=C1C=C(O)C(=O)C=C1O.CC(C)=O

Structure (XYZ):
```
66
Properties=species:S:1:pos:R:3:forces:R:3
O 1.01916 -6.94280 3.52646 0.885 -1.987 0.039
C 0.62892 -5.85146 3.83447 -1.515 0.827 -2.684
C -0.31546 -5.14578 2.93026 -1.081 5.780 2.298
C -0.70914 -3.75449 3.27531 0.755 -5.816 -1.250
O -1.58345 -3.06196 2.53962 2.823 3.014 3.755
C -0.18644 -3.10473 4.55918 -0.404 0.381 -1.888
O -0.41940 -1.93692 4.74530 -0.530 0.745 0.209
C 0.67795 -3.82346 5.42349 3.171 -6.260 -0.850
C 1.17773 -5.22081 5.00564 -0.694 6.518 5.695
O 2.08459 -5.97277 5.79508 -3.426 7.327 2.144
H -0.69415 -5.52952 1.99310 0.285 -0.517 0.184
H -2.09654 -3.50867 1.95632 -1.943 -2.684 -2.852
H 1.07389 -3.21852 6.24981 -0.041 -0.789 -0.246
H 2.18574 -6.58626 5.19450 1.763 -6.568 -4.580
O -4.26784 -2.58359 -4.88147 1.738 1.098 -0.104
C -3.26152 -1.83706 -4.89340 -3.015 -0.306 0.371
C -1.97594 -2.24196 -5.11627 7.575 0.634 1.088
C -0.74114 -1.32472 -4.92614 -2.977 -2.220 -1.024
O 0.57262 -1.68608 -5.10573 -2.721 3.505 1.752
C -0.89624 0.18539 -4.66617 -2.305 0.115 0.492
O 0.07752 0.90256 -4.47567 -0.987 -0.908 -0.526
C -2.33749 0.64689 -4.59558 -1.061 -11.528 -1.365
C -3.44537 -0.41253 -4.63975 -0.437 5.446 0.455
O -4.80645 -0.07256 -4.47760 1.709 -0.026 -0.322
H -1.89513 -3.33662 -4.99537 0.663 0.565 -0.670
H 0.46999 -2.50033 -5.48232 0.446 -4.007 -1.591
H -2.52641 1.56122 -4.44514 -1.591 6.854 1.184
H -5.53719 -0.77544 -4.62141 2.712 0.682 0.185
O -1.12874 2.38483 2.46318 1.158 0.244 -0.925
C -1.21403 1.56361 1.55036 -2.739 -1.046 2.435
C -2.21737 0.55861 1.64768 -1.791 -5.541 -4.602
C -2.45893 -0.55018 0.54715 2.637 5.533 4.154
O -3.14624 -1.63821 0.68688 2.687 -0.830 -5.016
C -1.75012 -0.42942 -0.76553 1.449 1.175 -1.355
O -2.15848 -1.02721 -1.75630 -0.060 -0.211 0.644
C -0.59859 0.48444 -0.84653 -0.803 3.102 6.101
C -0.37098 1.46588 0.41728 2.297 -2.423 -9.010
O 0.58890 2.38398 0.26757 -0.869 -0.579 4.474
H -2.70798 0.43558 2.58342 -0.427 -0.036 0.529
H -3.65704 -1.55818 1.38775 -3.957 0.267 5.597
H -0.06697 0.63161 -1.77414 0.170 0.090 0.184
H 0.65901 2.69342 1.31246 0.282 0.403 -3.286
O 3.46065 -1.84431 -1.89108 -0.337 0.431 -0.438
C 3.38801 -0.61293 -1.83925 0.234 -0.848 -0.691
C 2.69038 0.22049 -2.84304 0.882 3.856 2.253
C 2.67841 1.72243 -2.59887 -1.923 -5.430 -3.543
O 1.93619 2.48008 -3.44294 1.504 0.332 1.727
C 3.45481 2.35020 -1.49195 0.726 5.015 1.078
O 3.63372 3.63045 -1.37645 -1.066 -4.734 -1.088
C 3.99328 1.50834 -0.47961 0.513 -8.753 -1.361
C 4.09431 -0.03173 -0.66057 -0.972 5.681 1.636
O 4.59757 -0.92222 0.27684 -0.782 4.554 -0.666
H 2.20998 -0.37071 -3.65450 0.255 1.144 0.601
H 1.31903 1.96427 -3.99591 0.304 -0.319 0.284
H 4.46084 1.74159 0.40289 0.883 1.678 1.707
H 4.69222 -1.72164 -0.18109 -0.084 -2.444 -1.298
C 0.18685 5.72757 3.90483 -1.620 0.008 0.623
C 0.40351 5.52593 2.50685 3.369 -1.418 -6.632
C -0.05468 6.49679 1.41248 0.087 -0.394 0.218
O 1.10481 4.57105 2.01949 -2.241 2.153 2.806
H -0.62436 6.25681 4.37818 -0.666 0.570 -0.915
H 1.03471 6.14343 4.31015 2.326 0.615 1.052
H 0.05995 4.74024 4.16867 0.136 -2.320 1.628
H -0.09197 6.03576 0.36399 0.656 0.849 1.701
H 0.37098 7.52367 1.53483 0.005 -0.940 -0.404
H -1.04443 6.59864 1.74830 -2.019 0.694 -0.100
```
Positions in Å, forces in eV/Å.

---

3.
A structure of composition C27H23AsFeN4O9S3, computed with the ωB97M-V functional and the def2-TZVPD basis.

Computed properties:
spin multiplicity	6
maximum force	0.47	eV/A
orbital gap (spin up / spin down)	7.55 / 6.60	eV
relative energy (zero: lowest compared OMol25 entry of this formula, charge and spin)	81.3	kJ/mol
charge	-1

Structure (XYZ):
```
68
Properties=species:S:1:pos:R:3:forces:R:3
Fe 0.73472 0.28403 0.25400 0.208 0.002 -0.420
O -3.05996 -2.18993 5.43955 -0.005 0.040 -0.017
C -3.29989 -1.10906 4.87480 -0.043 -0.026 0.033
O -4.09268 -0.19111 5.14843 0.027 -0.023 -0.012
C -2.47201 -0.86936 3.58193 0.013 -0.024 0.049
C -1.57503 -1.82725 3.12838 -0.065 -0.027 -0.029
C -0.88144 -1.59819 1.95416 -0.095 0.168 0.034
N -1.02734 -0.45443 1.27764 0.285 -0.103 0.174
C -1.95222 0.43286 1.65091 0.052 -0.051 -0.068
C -2.68481 0.26431 2.80888 -0.072 -0.010 -0.054
C -2.19162 1.48200 0.62809 -0.022 0.031 0.091
C -2.99427 2.59740 0.84036 0.005 -0.005 -0.004
C -3.21631 3.45475 -0.22172 0.001 -0.007 -0.024
C -2.63888 3.17555 -1.45406 -0.025 0.038 0.027
C -1.83116 2.05713 -1.56312 0.078 -0.011 -0.036
N -1.61612 1.23036 -0.54630 0.250 0.077 -0.085
C -0.07105 -2.61103 1.23566 0.008 -0.032 0.036
C 0.26989 -3.84325 1.77557 0.011 0.004 0.038
C 0.91154 -4.76176 0.96416 -0.012 -0.018 -0.001
C 1.16089 -4.43594 -0.35953 0.046 -0.016 -0.002
C 0.79777 -3.17653 -0.80560 0.074 0.050 0.052
N 0.21748 -2.27775 -0.02234 0.056 0.093 -0.080
H -1.49440 -2.74308 3.69801 0.003 0.010 -0.001
H -3.45744 0.94908 3.13167 0.012 0.011 -0.005
H -3.42881 2.78164 1.81259 0.007 0.005 0.002
H -3.83824 4.33143 -0.09149 0.002 0.001 -0.002
H -2.79901 3.81602 -2.31061 -0.008 -0.004 0.003
H -1.32442 1.81153 -2.49028 0.016 -0.013 0.003
H 0.03337 -4.07205 2.80481 0.027 -0.002 0.003
H 1.20258 -5.72693 1.35814 -0.003 0.001 0.001
H 1.64386 -5.13007 -1.03316 -0.012 -0.008 -0.004
H 0.97709 -2.86906 -1.82503 0.090 0.053 -0.135
O 4.56528 -2.17175 0.33464 -0.026 0.064 -0.003
As 3.75496 -0.82597 -0.49156 0.009 -0.064 0.029
O 4.74172 0.46102 -0.58736 -0.106 0.203 0.047
O 2.40222 -0.64847 0.53449 -0.132 0.007 -0.093
C 3.58326 -1.69231 -2.23001 -0.131 0.048 -0.008
C 4.37155 -2.82208 -2.43541 -0.010 -0.020 0.024
C 4.44521 -3.41357 -3.68863 0.011 -0.013 0.010
C 3.73901 -2.88034 -4.75468 -0.012 0.015 -0.003
C 2.95041 -1.75703 -4.56257 -0.024 -0.026 -0.010
C 2.87380 -1.16472 -3.31121 -0.039 -0.028 0.068
S 1.79897 0.25331 -3.15047 -0.018 -0.138 0.143
O 2.55358 1.41714 -3.53218 -0.010 0.022 0.018
O 0.61260 -0.02730 -3.92014 -0.023 -0.033 -0.043
O 1.54089 0.20079 -1.68341 -0.343 0.158 0.073
H 4.88128 -1.83267 1.18141 -0.014 -0.040 0.007
H 4.92642 -3.23586 -1.60607 0.006 -0.001 -0.015
H 5.06042 -4.29355 -3.82867 -0.003 0.000 0.008
H 3.79377 -3.34244 -5.73216 -0.004 0.007 -0.002
H 2.36623 -1.33940 -5.37245 0.006 -0.002 0.005
O 0.77851 2.32607 -0.19806 0.176 0.000 -0.198
S 1.85999 3.25373 -0.77206 -0.191 -0.185 0.127
C 1.36741 4.81908 -0.00846 -0.049 0.030 -0.021
C 1.92070 4.77835 1.40869 -0.017 -0.032 -0.020
C 3.35882 4.30809 1.23347 0.062 0.008 0.016
C 3.30541 3.08479 0.31962 0.008 -0.007 0.050
H 0.28142 4.85596 -0.08781 0.008 0.023 -0.023
H 1.80717 5.62554 -0.60070 0.015 -0.014 0.003
H 1.35571 4.05315 1.99809 0.007 0.000 0.019
H 1.85159 5.74970 1.89940 -0.008 0.007 -0.018
H 3.83153 4.05050 2.18077 -0.019 -0.023 0.005
H 3.94928 5.10016 0.76379 0.012 0.002 0.027
H 3.11067 2.17152 0.87675 0.003 -0.093 0.004
H 4.18191 2.90447 -0.29331 0.067 -0.018 -0.059
S 2.58934 1.46297 4.37808 0.078 0.084 -0.033
C 1.73002 1.22895 3.03760 -0.129 -0.040 0.038
N 1.08733 1.07506 2.06576 -0.071 -0.102 0.259
```
Positions in Å, forces in eV/Å.

---

The lowest charge belongs to which entry?
C27H23AsFeN4O9S3

---

The lowest charge belongs to which entry?
C27H23AsFeN4O9S3

---

Number 2 is which compound?
C27H22O17

---

maximum force of number 3 (C27H23AsFeN4O9S3)?
0.47 eV/A